The following is a DFT calculation (ωB97M-V/def2-TZVPD) of a molecular structure, C4H7F3OS in a non-equilibrium geometry.

Properties
- DFT total energy (eV) = -25288.928
- gap between HOMO and LUMO (alpha / beta) (eV) = 7.321 / 8.548
- E_HOMO (alpha / beta) (eV) = -8.531 / -8.119
- charge = 0

CARTESIAN COORDINATES (ANGSTROEM)
C (-0.2982, -0.6794, 1.0493)
C (0.9126, -1.1653, 1.7743)
C (-1.7919, 0.3734, -1.0013)
C (0.9265, 1.1508, -0.7288)
O (0.7715, -1.0561, -2.4898)
F (2.2122, 1.1490, -0.4242)
F (0.4723, 1.9730, 0.2428)
F (0.7578, 1.7059, -1.8969)
S (-0.1452, -0.3660, -0.6189)
H (-1.3367, -0.9247, 1.3627)
H (0.5728, -1.9834, 2.3193)
H (1.3980, -0.3799, 2.4826)
H (1.7263, -1.4186, 0.9095)
H (-1.5668, 1.2502, -1.4302)
H (-2.4121, -0.3225, -1.5847)
H (-2.1992, 0.6935, 0.0342)

natural (NBO) atomic charge list, values in e, 6 entries:
1. C -0.454
2. C -0.673
3. C -0.704
4. C 0.837
5. O -0.773
6. F -0.294

=====

The following is a DFT calculation (ωB97M-V/def2-TZVPD) of a gas-phase ion, C2H7N3S2 (charge +2) in a non-equilibrium geometry.

Properties
- DFT total energy (eV) = -28309.457
- gap between HOMO and LUMO (eV) = 7.808
- structure (SMILES) = [NH2+]=CNC(=[NH2+])SS
- E_HOMO (eV) = -17.550
- charge = +2

CARTESIAN COORDINATES (ANGSTROEM)
C (-1.4705, -0.3636, 0.1514)
C (0.5345, 0.9264, 0.0674)
N (-0.1407, -0.2111, 0.0292)
N (-2.0621, -1.4920, 0.0331)
N (0.3141, 2.1971, 0.1420)
S (2.6161, -1.4661, 0.1114)
S (2.6088, 0.5914, 0.2531)
H (-2.1030, 0.6421, 0.1908)
H (0.4760, -1.0265, -0.0007)
H (-3.0421, -1.4906, 0.1691)
H (-1.5803, -2.3383, -0.1564)
H (-0.4981, 2.6571, -0.2831)
H (0.9840, 2.8910, 0.4474)
H (3.3631, -1.5169, -1.1547)

natural (NBO) atomic charge list, values in e, 6 entries:
1. C 0.433
2. C 0.528
3. N -0.613
4. N -0.592
5. N -0.696
6. S -0.063

=====

The following is a DFT calculation (ωB97M-V/def2-TZVPD) of a molecular structure, C4H10O2 in a non-equilibrium geometry.

Properties
- DFT total energy (eV) = -8401.527
- gap between HOMO and LUMO (eV) = 10.269
- E_HOMO (eV) = -9.488
- charge = 0

CARTESIAN COORDINATES (ANGSTROEM)
C (-0.2515, -1.9522, 0.1279)
O (-1.2020, -2.6937, 0.4179)
C (-0.2700, -0.4303, 0.3313)
C (1.0039, 0.1769, -0.3016)
C (1.3643, 1.5514, 0.3115)
O (0.4949, 2.6013, -0.1987)
H (-5.9488, 1.0347, -3.5343)
H (0.7372, -2.4657, 0.1980)
H (-5.2280, 0.8686, -3.4855)
H (-1.1667, 0.1527, 0.1785)
H (-0.0828, -1.1198, 1.2520)
H (1.9297, -0.4352, -0.2198)
H (0.8564, 0.2659, -1.3932)
H (1.1334, 1.3812, 1.3802)
H (2.4127, 1.7855, 0.0251)
H (0.5116, 3.2232, 0.5367)

natural (NBO) atomic charge list, values in e, 6 entries:
1. C 0.326
2. O -0.571
3. C -0.444
4. C -0.436
5. C -0.075
6. O -0.723